# 1
ORCA calculation (wB97M-V/def2-TZVPD) on a 2-piece molecular cluster, C4H7NO overall at a distorted geometry.

SMILES   C#C/N=C/C.O
HOMO-LUMO gap   9.74 eV
LUMO level   0.54 eV
HOMO energy   -9.2 eV
Energy relative to the best compared isomer or geometry (same formula, charge and spin)   3.4311 eV

Geometry as XYZ:
```
13
Properties=species:S:1:pos:R:3:forces:R:3:lowdin_charge:R:1
C 0.17000 -0.70503 0.25101 -1.194 -0.773 -0.757 -0.19
C 1.37319 -1.23532 -0.44021 0.416 0.457 0.216 -0.07
N -0.76390 -0.13112 -0.42816 1.230 -1.286 -0.141 0.01
O 1.17146 1.66401 0.33176 -1.422 -0.049 -0.834 -0.09
C -1.97447 0.12366 0.04268 -0.773 0.932 0.756 -0.25
C -3.06133 0.52514 0.37182 0.678 -0.275 -0.209 0.11
H 1.62872 2.39487 -0.09093 -0.062 0.102 -0.062 0.04
H 0.33084 1.48053 -0.20198 1.861 0.678 0.896 0.05
H 0.04885 -0.96853 1.30514 -0.109 0.208 0.006 0.13
H 1.28886 -1.12399 -1.51705 -0.082 0.003 -0.027 0.08
H 1.52898 -2.28633 -0.17858 -0.104 0.104 0.004 0.08
H 2.24487 -0.67211 -0.09937 0.071 -0.130 0.004 0.08
H -3.98608 0.93420 0.65387 -0.509 0.029 0.149 0.01
```
Positions in Å, forces in eV/Å.

***

# 2
ORCA calculation (wB97M-V/def2-TZVPD) on C47H47As2F9N3PdS as an isolated structure.

HOMO-LUMO gap (alpha / beta)   4.21 / 6.38 eV
LUMO level (alpha / beta)   3.87 / 3.87 eV
Total charge   -2
HOMO energy (alpha / beta)   -0.3 / -2.5 eV
2S+1   2

Geometry as XYZ:
```
110
Properties=species:S:1:pos:R:3:forces:R:3:lowdin_spin:R:1
Pd 0.12941 -0.59372 0.26349 0.339 -0.570 -0.119 0.01
C 2.47597 4.00187 2.41563 0.043 -0.029 -0.039 0.00
C 1.95207 3.87608 3.84411 0.000 -0.011 0.026 0.00
C 1.20201 5.17018 4.18729 -0.035 0.020 -0.010 0.00
C 3.14415 3.69510 4.79457 -0.025 0.022 -0.004 0.00
C 1.01023 2.68413 3.99997 0.010 -0.007 -0.022 0.00
C 0.33562 2.49839 5.22249 0.005 -0.007 0.029 0.00
C -0.56179 1.47272 5.42330 -0.024 -0.004 -0.014 0.00
C -0.79151 0.59303 4.37085 0.012 -0.031 0.021 0.00
S -1.91571 -0.72832 4.25582 -0.021 0.030 -0.024 0.00
C -1.39981 -1.00180 2.62281 -0.042 0.000 0.042 0.00
N -0.44074 -0.22095 2.22213 0.050 0.113 -0.017 0.00
C -0.10045 0.73232 3.17094 0.048 -0.056 -0.013 0.00
C 0.79653 1.78049 2.97812 -0.018 -0.030 -0.015 0.00
C -1.98294 -1.93107 1.66865 -0.014 -0.030 -0.001 0.00
C -2.97635 -2.85113 1.99146 0.000 0.018 0.017 0.00
C -3.49319 -3.66354 0.99818 -0.004 -0.001 0.003 0.00
C -3.01175 -3.53516 -0.30218 0.005 0.001 0.001 0.00
C -2.02104 -2.61312 -0.61611 -0.063 0.015 -0.024 0.00
C -1.47630 -1.78098 0.36214 0.051 0.275 0.079 0.00
H 3.10045 4.89536 2.33417 0.013 0.000 -0.009 0.00
H 1.65672 4.09345 1.70152 -0.021 0.029 -0.013 0.00
H 3.09012 3.14477 2.13332 0.011 -0.051 -0.026 0.00
H 1.86672 6.02762 4.04932 0.000 0.001 0.005 0.00
H 0.85244 5.18096 5.22194 0.003 0.000 -0.007 0.00
H 0.33855 5.29303 3.53082 0.005 -0.010 -0.006 0.00
H 3.81866 4.55313 4.71656 0.005 -0.012 0.000 0.00
H 3.69942 2.79111 4.53776 0.017 -0.021 -0.002 0.00
H 2.81757 3.61008 5.83410 0.008 0.011 -0.007 0.00
H 0.50607 3.19557 6.03388 0.005 -0.001 -0.007 0.00
H -1.09038 1.37340 6.36284 -0.001 -0.002 0.001 0.00
H 1.26979 1.86683 2.01020 0.038 -0.007 -0.011 0.00
H -3.34634 -2.92312 3.00948 0.009 -0.020 0.000 0.00
H -4.26718 -4.38537 1.22890 -0.002 0.000 -0.003 0.00
H -3.41720 -4.16598 -1.08583 -0.009 0.007 -0.003 0.00
H -1.67614 -2.53539 -1.63945 0.019 -0.012 0.003 0.00
F -1.15398 2.11709 0.59846 -0.015 0.121 -0.064 0.00
As -2.14594 3.55162 0.60315 0.041 -0.126 0.045 0.00
F -2.51977 3.27261 2.28015 0.001 0.001 0.032 0.00
F -3.52099 2.60574 0.12872 -0.028 0.001 0.009 0.00
F -3.12778 4.98648 0.62061 -0.020 0.066 0.004 0.00
F -1.75419 3.83101 -1.06705 0.035 0.017 0.000 0.00
F -0.75803 4.49915 1.08335 0.032 0.016 0.003 0.00
F 1.74945 -1.69400 -6.40917 -0.020 0.010 0.011 0.02
C 0.51920 -1.29493 -5.96562 -0.018 -0.046 -0.026 0.06
F -0.32918 -2.25249 -6.51256 0.006 0.017 0.013 0.03
F 0.21354 -0.16066 -6.64341 0.002 0.001 -0.001 0.01
C 0.43798 -1.14840 -4.52196 0.070 0.060 0.012 0.25
C -0.32379 -0.11732 -3.89721 -0.014 -0.042 -0.019 0.08
C -0.38855 -0.03958 -2.54082 0.017 -0.028 -0.061 0.10
N 0.26052 -0.92448 -1.71112 -0.064 0.014 -0.043 0.25
C 0.95028 -1.94785 -2.30519 0.016 -0.062 0.053 0.09
C 1.06016 -2.09138 -3.65276 -0.009 0.016 -0.023 0.07
H -0.85009 0.61955 -4.48859 0.005 0.010 0.006 0.00
H -0.94874 0.74852 -2.05220 0.023 -0.017 0.020 0.01
H 1.42940 -2.64719 -1.63140 -0.013 0.020 -0.015 0.01
H 1.64003 -2.91488 -4.04947 0.013 0.001 0.010 0.00
C 5.59019 6.21130 -0.59493 -0.006 -0.014 -0.003 0.00
C 5.04261 4.81439 -0.72447 -0.007 0.014 0.000 0.00
C 5.86744 3.70626 -0.68552 0.003 -0.020 0.016 0.00
C 5.36831 2.40473 -0.78763 0.036 -0.055 0.061 0.00
C 6.39279 1.29687 -0.68446 -0.021 0.018 0.015 0.00
C 3.99102 2.19546 -0.93850 -0.014 -0.057 -0.093 0.00
As 2.94582 0.50788 -1.30749 0.012 0.109 0.058 0.00
N 2.28672 -0.03121 0.31173 -0.286 0.153 -0.019 0.00
C 3.01516 -0.25433 1.45782 0.023 -0.077 0.038 0.00
C 4.22452 0.38480 1.79297 -0.021 0.064 -0.009 0.00
C 4.91059 0.09400 2.96247 -0.016 0.026 0.031 0.00
C 4.43050 -0.83952 3.87106 0.002 0.002 -0.017 0.00
C 3.24088 -1.49303 3.56031 0.010 0.010 0.023 0.00
C 2.56363 -1.22048 2.38796 -0.063 0.046 0.024 0.00
C 4.36838 -0.76072 -1.91315 -0.047 -0.027 -0.024 0.00
C 4.66645 -2.02258 -1.38673 0.040 -0.027 -0.062 0.00
C 3.97261 -2.64112 -0.19943 0.043 0.040 0.015 0.00
C 5.65268 -2.80534 -1.99743 -0.025 -0.025 0.013 0.00
C 6.31385 -2.41136 -3.14381 0.011 0.025 -0.002 0.00
C 7.38466 -3.26517 -3.77012 -0.019 0.002 -0.008 0.00
C 5.93011 -1.20632 -3.72180 0.043 -0.023 0.038 0.00
C 4.96849 -0.39496 -3.14030 -0.031 0.078 0.023 0.00
C 4.55377 0.84684 -3.89248 -0.017 -0.008 -0.011 0.00
C 3.14201 3.32353 -0.98508 0.027 0.067 -0.024 0.00
C 1.64950 3.20736 -1.16264 -0.016 -0.021 0.026 0.00
C 3.67874 4.59928 -0.87258 -0.026 0.025 0.044 0.00
H 6.66488 6.19620 -0.40753 -0.003 0.003 -0.001 0.00
H 5.10839 6.74403 0.22800 0.009 0.003 -0.002 0.00
H 5.41315 6.79060 -1.50425 0.002 0.004 0.000 0.00
H 6.93881 3.84180 -0.55741 -0.006 0.003 0.012 0.00
H 7.08408 1.51255 0.13465 0.014 0.022 -0.021 0.00
H 6.98172 1.21881 -1.60276 -0.040 -0.023 -0.023 0.00
H 5.94482 0.32743 -0.49850 0.011 -0.006 0.012 0.00
H 4.61579 1.13874 1.13026 -0.006 0.014 0.023 0.00
H 5.83542 0.62374 3.17018 -0.002 0.004 -0.007 0.00
H 4.96500 -1.05250 4.78868 -0.004 -0.008 0.001 0.00
H 2.84009 -2.24036 4.23749 0.001 -0.004 -0.005 0.00
H 1.66688 -1.77652 2.14349 -0.036 0.008 0.014 0.00
H 2.97713 -2.23252 -0.05120 0.023 -0.029 -0.020 0.00
H 4.53279 -2.47270 0.72362 -0.016 0.027 0.012 0.00
H 3.89528 -3.71981 -0.35203 0.008 -0.009 0.022 0.00
H 5.89074 -3.76849 -1.55307 -0.007 -0.003 -0.005 0.00
H 7.56235 -4.16378 -3.17803 0.002 -0.003 -0.004 0.00
H 8.32831 -2.71969 -3.84649 0.004 -0.004 -0.001 0.00
H 7.10596 -3.57674 -4.77978 -0.005 0.006 0.002 0.00
H 6.38268 -0.89440 -4.65922 0.002 0.006 0.004 0.00
H 5.24025 1.03695 -4.71900 -0.013 -0.030 -0.018 0.00
H 4.52957 1.73661 -3.26463 0.042 0.007 -0.018 0.00
H 3.54835 0.71649 -4.30314 -0.009 0.003 0.017 0.00
H 1.20260 2.50815 -0.45430 -0.042 -0.024 0.019 0.00
H 1.39583 2.84699 -2.16238 -0.006 -0.028 0.020 0.00
H 1.16605 4.17050 -1.01404 -0.038 0.048 0.027 0.00
H 3.00168 5.44836 -0.88596 0.002 0.006 -0.010 0.00
```
Positions in Å, forces in eV/Å.

***

# 3
ORCA calculation (wB97M-V/def2-TZVPD) on C2B4CdF22NO4S2 as an isolated structure at a distorted geometry.

HOMO-LUMO gap   9.70 eV
LUMO level   6.55 eV
Total charge   -3
HOMO energy   -3.2 eV
Energy relative to the best compared isomer or geometry (same formula, charge and spin)   0.0000 eV

Geometry as XYZ:
```
36
Properties=species:S:1:pos:R:3:forces:R:3:lowdin_charge:R:1
Cd 10.88975 5.32436 -4.01560 5.202 0.621 -2.826 1.55
C 11.21897 5.58823 -8.02113 0.337 1.071 0.110 -0.61
F 12.37662 4.94348 -7.88702 -0.880 0.297 0.287 0.15
F 11.39032 6.88974 -7.71341 -0.246 -1.306 0.096 0.12
F 10.89822 5.55126 -9.32061 -0.394 -0.280 -0.270 0.10
S 9.81241 4.68478 -7.00930 4.450 -3.153 1.723 0.74
O 8.68833 4.51703 -7.89951 0.442 0.619 0.824 -0.30
O 10.52119 3.48084 -6.53884 -1.466 2.099 -1.089 -0.30
N 9.73031 5.65777 -5.49804 -3.402 -1.153 -8.196 -0.40
S 8.48606 6.52808 -5.89260 -2.065 3.468 1.211 0.56
O 8.29214 7.43468 -4.79479 -0.854 -0.608 0.208 -0.29
O 8.46583 7.20428 -7.18035 0.058 -1.484 0.334 -0.31
C 6.96536 5.18652 -5.82144 1.169 1.276 -0.076 -0.64
F 6.26484 5.06687 -6.96343 0.271 -0.027 0.390 0.10
F 7.40180 4.02158 -5.39291 0.215 -0.518 -0.497 0.15
F 6.14476 5.62739 -4.88811 -0.836 0.621 0.420 0.12
B 14.06517 4.08502 -4.67613 -0.496 -2.353 -0.178 -1.48
F 14.75203 4.75287 -3.78766 2.554 2.224 2.301 0.22
F 12.73128 4.17702 -4.30199 -1.908 -0.212 -0.405 0.07
F 14.29911 4.45155 -5.95322 0.134 0.860 -1.902 0.17
F 14.35921 2.72416 -4.54646 0.575 -1.404 -0.155 0.09
B 12.50132 7.94084 -4.42546 1.804 1.589 -0.174 -1.41
F 12.11390 8.67062 -3.33617 0.079 0.745 1.469 0.15
F 12.80056 6.64733 -4.06998 -0.527 -1.059 0.150 0.11
F 11.52373 8.10645 -5.34730 -1.545 -0.644 -1.516 0.15
F 13.70985 8.42947 -4.98610 0.408 0.594 -0.081 0.07
B 10.02681 2.40393 -3.22231 -1.435 -4.601 0.576 -1.53
F 9.19129 1.97156 -2.18811 -0.731 0.608 1.710 0.09
F 9.52511 1.68456 -4.27653 -1.097 -0.153 -2.556 0.12
F 10.03787 3.71001 -3.38267 -2.738 0.472 0.635 0.13
F 11.25320 1.96324 -3.03919 3.516 -0.808 1.070 0.22
B 10.55237 6.05057 -1.68163 1.298 -0.161 3.593 -1.52
F 11.03090 6.94308 -0.78271 0.629 1.144 1.451 0.18
F 11.59238 5.22958 -2.11707 2.022 -0.913 1.998 0.09
F 9.59531 5.28321 -1.14677 -1.865 -1.227 0.966 0.20
F 10.12039 6.69492 -2.75202 -2.679 3.756 -1.599 0.15
```
Positions in Å, forces in eV/Å.